The following is a quantum chemistry calculation of a structure of composition C37H84F3MnN12O15S in a non-equilibrium geometry, from the OMol25 dataset.

Each line ends with the Mulliken spin population.
Geometry (Å):
Mn  -0.0949  4.1479  -0.1886  5.753
C  -1.2098  -0.0531  0.3080  0.025
F  -1.6394  0.5939  1.3580  0.012
F  -1.0796  -1.4164  0.5327  -0.002
F  -2.0960  0.2928  -0.7043  -0.001
S  0.4646  0.6264  -0.1188  0.194
O  0.8484  -0.0468  -1.3954  -0.007
O  0.3635  2.0955  -0.0691  -0.332
O  1.3123  0.0561  0.9050  -0.004
C  2.2221  4.2271  -2.5552  0.088
O  1.5566  4.1707  -1.4940  0.037
N  3.5493  4.4907  -2.6075  0.012
C  4.1475  5.1059  -3.7788  0.001
C  4.3064  4.5153  -1.3283  0.006
H  1.7837  4.0690  -3.5527  0.005
H  4.9969  4.5143  -4.1204  0.000
H  4.5687  6.0774  -3.5202  0.001
H  3.4112  5.0031  -4.5759  -0.001
H  5.3869  4.4735  -1.4664  0.001
H  4.0357  5.4561  -0.8491  0.004
H  4.0404  3.6525  -0.7177  0.001
C  -2.8002  -6.6147  2.2440  0.000
O  -1.9545  -7.2311  1.6874  0.000
N  -2.8876  -5.3167  2.3317  0.000
C  -3.8936  -4.7031  3.1496  0.000
C  -2.0486  -4.3384  1.5897  0.000
H  -3.5135  -7.1981  2.8466  0.000
H  -3.4526  -4.1667  3.9897  0.000
H  -4.6444  -5.4577  3.3845  0.000
H  -4.3970  -3.9349  2.5626  0.000
H  -1.2307  -4.8215  1.0551  0.000
H  -2.5902  -3.8075  0.8068  0.000
H  -1.5790  -3.6389  2.2813  0.000
C  5.5909  1.5315  -2.6660  0.000
O  6.5762  2.0246  -3.2680  0.000
N  4.4345  1.3593  -3.3437  -0.002
C  4.2089  1.8362  -4.6699  0.000
C  3.2887  0.6596  -2.7077  0.005
H  5.5603  1.1539  -1.6323  0.000
H  5.1182  2.1749  -5.1663  0.000
H  3.4498  2.6184  -4.6695  0.000
H  3.7902  1.1447  -5.4011  0.000
H  3.4872  0.4175  -1.6636  -0.001
H  2.5113  1.4205  -2.7765  0.002
H  2.9269  -0.2836  -3.1170  0.001
C  3.5607  -2.2148  -1.2314  -0.001
O  4.5709  -2.2113  -1.9715  0.000
N  2.8104  -3.3085  -1.0548  0.000
C  1.6119  -3.2798  -0.2704  0.004
C  3.1832  -4.5651  -1.6210  0.000
H  3.2465  -1.4114  -0.5473  0.001
H  1.8228  -3.7730  0.6785  0.000
H  0.8420  -3.7979  -0.8420  0.000
H  1.2641  -2.2649  -0.0772  -0.002
H  3.2905  -5.3723  -0.8963  0.000
H  2.3960  -4.9773  -2.2523  0.000
H  3.9422  -4.5276  -2.4024  0.000
C  5.7838  1.0167  3.3465  0.001
O  5.0343  1.9014  3.7179  0.000
N  5.6031  0.3104  2.1562  0.000
C  6.5056  -0.7450  1.7925  0.000
C  4.4611  0.5363  1.2857  -0.003
H  6.7485  0.7705  3.8164  0.000
H  7.3448  -0.3059  1.2530  0.000
H  5.9656  -1.5574  1.3062  0.000
H  6.9979  -1.1536  2.6750  0.000
H  3.8781  -0.3847  1.2828  0.002
H  3.7721  1.1792  1.8335  0.004
H  4.6750  0.9175  0.2872  -0.002
C  -2.7633  4.0517  1.4718  0.142
O  -1.8673  3.6607  0.7492  0.120
N  -2.7862  3.8485  2.7919  0.000
C  -3.9023  4.4673  3.5100  0.000
C  -1.8963  3.0217  3.5974  -0.006
H  -3.5899  4.6796  1.1049  0.002
H  -4.4471  3.5950  3.8712  0.001
H  -4.4989  5.1439  2.8981  0.000
H  -3.4210  5.0312  4.3090  0.003
H  -1.3281  2.2855  3.0287  0.027
H  -1.3804  3.7002  4.2768  0.006
H  -2.5338  2.4227  4.2477  0.006
C  4.0041  -2.8325  4.9792  0.000
O  4.6796  -1.8433  4.9539  0.000
N  3.1106  -3.2391  4.0401  0.000
C  2.4077  -4.5225  4.1921  0.000
C  3.0010  -2.3519  2.8607  0.000
H  4.1200  -3.5833  5.7762  0.000
H  1.3455  -4.3341  4.3482  0.000
H  2.7997  -5.1141  5.0194  0.000
H  2.5046  -5.1554  3.3100  0.000
H  3.7619  -2.5714  2.1117  0.000
H  2.0243  -2.1764  2.4099  0.000
H  3.2556  -1.3660  3.2497  0.000
C  -5.0602  -4.6212  -1.3898  0.000
O  -4.7386  -5.0568  -0.3002  0.000
N  -4.9510  -3.3030  -1.6852  0.000
C  -5.3200  -2.7933  -3.0424  0.000
C  -4.4071  -2.3062  -0.7324  0.000
H  -5.4466  -5.2122  -2.2345  0.000
H  -5.0331  -1.7422  -3.0087  0.000
H  -6.4028  -2.8984  -3.1097  0.000
H  -4.7459  -3.0737  -3.9255  0.000
H  -4.0565  -2.7120  0.2165  0.000
H  -3.5436  -2.0007  -1.3234  0.000
H  -5.0548  -1.4490  -0.5485  0.000
C  -1.5886  2.3479  -2.5114  -0.015
O  -1.0947  3.2721  -1.9069  -0.089
N  -2.8185  2.4197  -3.0891  0.004
C  -3.6349  3.6648  -3.0914  -0.003
C  -3.4045  1.2026  -3.4859  0.000
H  -1.1574  1.3388  -2.6008  -0.005
H  -4.0958  3.8433  -4.0630  0.000
H  -3.1583  4.6275  -2.9062  0.006
H  -4.5405  3.5240  -2.5015  0.001
H  -3.7977  1.1681  -4.5019  0.000
H  -2.8938  0.2524  -3.3292  -0.001
H  -4.2992  1.0638  -2.8790  0.000
C  2.4728  0.7179  5.9049  0.000
O  2.6138  0.8881  7.0911  0.000
N  1.3841  0.9825  5.2053  0.002
C  0.0510  1.3532  5.7802  0.000
C  1.4267  0.6764  3.7736  -0.050
H  3.3281  0.4945  5.2486  0.000
H  -0.2733  2.1879  5.1588  -0.004
H  0.2181  1.8271  6.7474  0.000
H  -0.6601  0.5399  5.9253  0.000
H  2.3947  0.4353  3.3343  -0.006
H  0.8354  -0.2155  3.5665  0.000
H  0.8719  1.4353  3.2219  0.051
C  -6.4846  3.1860  1.8865  0.002
O  -6.5163  4.2740  1.3625  0.000
N  -6.2174  2.0586  1.1815  -0.001
C  -5.4840  0.9561  1.8437  -0.006
C  -6.1538  1.9422  -0.2962  0.001
H  -6.5235  2.8790  2.9431  0.000
H  -5.4639  1.0846  2.9259  0.000
H  -4.5003  1.0567  1.3850  0.006
H  -5.6940  -0.0991  1.6690  0.000
H  -5.1701  2.1701  -0.7065  0.000
H  -6.4213  0.9772  -0.7267  0.000
H  -6.9053  2.6318  -0.6806  0.000
C  -1.9850  -1.4651  -5.9362  0.000
O  -2.8753  -1.4914  -5.1403  0.000
N  -0.7441  -1.0452  -5.6773  0.000
C  -0.2862  -0.6477  -4.3260  0.001
C  0.1634  -0.6726  -6.8446  0.000
H  -2.0713  -1.7223  -7.0033  0.000
H  0.6923  -1.0363  -4.0441  0.000
H  -0.8347  -1.0447  -3.4719  0.000
H  -0.1588  0.4344  -4.3596  0.000
H  -0.0052  0.3585  -7.1553  0.000
H  1.2086  -0.6773  -6.5354  0.000
H  0.2754  -1.4667  -7.5827  0.000

Atomic forces in eV per Å
Mn 0.32 0.67 -0.11
C 0.86 0.35 -1.53
F -0.55 -0.54 1.18
F -1.12 2.33 -0.55
F 0.64 -1.58 1.02
S 2.73 -1.55 -1.41
O -1.86 1.88 1.04
O -0.09 -2.38 -0.02
O -0.47 0.45 0.86
C 0.26 0.51 1.19
O 1.76 -0.33 -1.96
N -0.32 -0.53 1.06
C 0.45 -1.38 0.01
C -0.53 0.35 -0.46
H -0.24 0.24 0.20
H 0.16 -0.17 0.15
H -0.66 0.34 -0.34
H 0.08 0.92 -0.10
H -0.13 0.07 -0.53
H 0.16 -0.18 0.49
H -0.29 0.23 0.02
C -0.60 -1.51 1.27
O 2.21 -1.33 -1.93
N 0.17 3.56 -0.44
C -0.45 0.36 -0.64
C 0.35 -1.11 0.04
H -0.61 0.48 0.14
H -0.09 -0.38 0.42
H 0.12 0.21 0.54
H -0.22 0.02 -0.15
H -0.11 -0.44 0.25
H -0.37 -0.09 0.37
H -0.23 0.11 0.14
C 1.65 0.75 -3.06
O -1.40 -0.63 2.13
N -0.91 -2.01 1.08
C 0.04 0.43 -1.10
C 0.23 1.46 0.03
H 0.24 0.16 -0.18
H 0.06 0.25 0.54
H 0.09 0.43 0.18
H 0.01 -0.90 0.51
H 0.16 0.44 -0.08
H -0.60 -0.42 0.38
H 0.48 0.16 -0.69
C 2.27 -0.77 -0.89
O -1.75 0.71 1.35
N 0.21 0.26 -0.32
C -0.20 -0.10 0.22
C -0.73 -1.19 -1.49
H 0.00 0.32 -0.49
H -0.47 -0.22 0.12
H -0.21 -0.13 0.28
H 0.27 0.00 -0.07
H 0.67 0.29 0.34
H -0.86 0.25 0.08
H 0.70 0.44 0.92
C -0.65 0.18 -1.96
O 0.36 -0.52 0.17
N -0.15 0.74 1.03
C 0.85 0.25 0.67
C -0.67 -0.27 1.71
H -0.24 -0.18 0.29
H -0.11 -0.48 -0.89
H 0.29 0.15 -0.33
H -0.31 -0.15 0.27
H 0.13 -0.20 -0.74
H 0.25 0.59 -0.35
H 0.18 -0.07 0.13
C 0.00 0.27 1.07
O 0.03 -0.91 -0.72
N -1.01 0.59 -1.03
C 1.14 -0.67 0.42
C -1.06 0.21 0.05
H 0.09 -0.18 0.00
H -0.65 0.56 0.52
H 0.07 -0.34 -0.05
H -0.55 0.03 0.38
H 0.36 0.76 -0.13
H 0.70 -0.28 -0.30
H -0.20 -0.13 0.13
C -0.21 -1.58 0.15
O 0.49 1.17 -0.20
N -0.23 0.11 -0.54
C -0.07 0.59 -0.51
C 0.24 0.46 0.88
H -0.16 -0.01 0.22
H -0.07 -0.14 0.09
H 0.08 0.37 0.13
H 0.10 0.16 -0.20
H -0.12 -0.33 -0.19
H -0.17 -0.80 0.19
H 0.24 -0.08 -0.07
C 0.47 1.11 0.64
O -0.23 -0.62 -0.06
N -0.48 -0.03 -0.71
C 0.17 0.87 1.50
C 0.76 -0.67 -1.36
H 0.02 -0.16 0.11
H -0.56 0.26 0.05
H 0.13 0.12 -0.66
H -0.03 -1.04 0.30
H -0.39 -0.29 -0.34
H 0.37 0.81 0.66
H -0.28 -0.15 -0.19
C -1.62 -0.06 -0.29
O 0.40 0.89 -0.33
N 1.75 1.52 0.33
C -0.72 -0.66 -0.78
C -2.49 -1.30 -0.36
H 0.26 0.34 0.05
H 0.35 -0.50 -0.56
H 0.59 -0.68 0.66
H 0.29 0.07 0.70
H 0.36 0.31 -0.28
H 0.85 0.59 0.00
H -0.44 -0.06 0.21
C 1.60 0.81 0.41
O -0.20 -0.30 1.10
N -2.04 -0.38 -1.37
C 2.05 0.86 -0.03
C -1.55 -0.40 0.11
H 0.02 -0.35 0.08
H -0.52 -0.51 -0.08
H 0.23 -0.33 0.14
H 0.08 -0.09 -0.47
H 0.04 0.76 0.51
H -0.18 -0.39 0.10
H 0.57 0.37 -0.17
C 1.15 -0.98 -1.28
O -0.70 0.67 0.60
N -0.10 -3.10 -0.85
C 0.68 0.75 -0.27
C -0.66 1.24 0.45
H -0.30 0.86 0.30
H 0.20 0.20 -0.07
H 0.65 -0.09 0.67
H -1.20 0.21 -0.42
H 0.18 0.31 0.20
H -0.11 -0.37 0.84
H 0.31 0.23 -0.19
C 1.18 0.57 -1.16
O -1.72 -0.55 1.27
N 2.45 0.14 -0.44
C 0.55 0.01 -0.52
C 0.40 -0.61 1.90
H -0.38 -0.16 -0.07
H 0.36 -0.18 -0.81
H -0.89 0.44 -0.52
H -0.30 0.10 0.61
H -0.42 -0.32 -0.57
H -0.02 0.16 0.84
H -1.14 0.32 -0.43

- spin multiplicity = 7
- orbital gap (spin up / spin down) (eV) = 4.681 / 8.673
- maximum force (hartree/bohr) = 0.0698
- total energy (Eh) = -5094.529171